Record 1
{"formula": "C4H7N2O", "method": "wB97M-V/def2-TZVPD", "elements": ["C", "C", "C", "C", "N", "N", "O", "H", "H", "H", "H", "H", "H", "H"], "coordinates": [[-0.44019, -0.72981, -0.20836], [0.57618, -1.67302, 0.23411], [0.61869, 1.45012, 0.41350], [-0.18922, 0.71327, -0.67640], [-2.48637, 0.25559, -0.40361], [-1.77312, 1.11542, -0.72271], [-1.60584, -1.02224, -0.04746], [1.39668, -1.68873, -0.57672], [0.04116, -2.74278, 0.38223], [1.08413, -1.28661, 1.13526], [0.66110, 0.81120, 1.22381], [1.61434, 1.52867, 0.12771], [0.14423, 2.36859, 0.69063], [0.35823, 0.90033, -1.57199]], "relative_energy_kj_mol": 406.35, "charge": 1, "gap_ev": 11.140, "spin_multiplicity": 1, "e_homo_ev": -16.6, "lumo_ha": -0.1998}

=====

Record 2
{"formula": "C2H2N4", "method": "wB97M-V/def2-TZVPD", "elements": ["C", "N", "N", "N", "C", "N", "H", "H"], "coordinates": [[-1.06789, -0.38665, -0.19671], [-1.17926, 1.01908, -0.01522], [-0.03269, 1.49062, -0.27354], [1.11247, 1.50464, -0.39228], [1.28250, -0.75167, 0.21361], [0.05260, -0.94736, 0.08702], [-1.92097, -0.92951, -0.59694], [1.75323, -0.99916, 1.17406]], "relative_energy_kj_mol": 429.27, "charge": 0, "gap_ev": 8.700, "spin_multiplicity": 1, "e_homo_ev": -8.4, "lumo_ha": 0.0120}

=====

Record 3
{"formula": "C30H26CeCl3N5O6S4", "method": "wB97M-V/def2-TZVPD", "elements": ["Ce", "O", "C", "C", "C", "N", "C", "C", "C", "O", "O", "C", "O", "O", "H", "H", "H", "S", "C", "S", "S", "N", "C", "N", "C", "C", "C", "C", "C", "H", "H", "H", "H", "H", "H", "H", "H", "H", "H", "Cl", "C", "C", "C", "C", "C", "C", "N", "C", "C", "N", "C", "O", "C", "C", "C", "Cl", "S", "C", "C", "C", "Cl", "C", "H", "H", "H", "H", "H", "H", "H", "H", "H", "H", "H", "H", "H"], "coordinates": [[-1.48038, -0.83411, 3.52389], [-1.62468, -4.31321, -1.88590], [-1.61755, -3.73617, -0.65743], [-0.51485, -3.81897, 0.18954], [-0.58283, -3.19538, 1.42546], [-1.67334, -2.55555, 1.82991], [-2.72913, -2.45249, 1.02457], [-2.74190, -3.02169, -0.23892], [-3.86816, -1.60038, 1.64973], [-4.75600, -1.17277, 0.91954], [-3.72618, -1.41433, 2.88940], [0.61359, -3.09376, 2.41006], [1.65761, -3.65599, 2.10034], [0.38729, -2.37866, 3.42611], [-0.80521, -4.80870, -2.02079], [0.38705, -4.34642, -0.09019], [-3.59913, -2.91565, -0.88211], [-0.89210, 2.79750, 6.71919], [-0.92872, 1.47784, 5.72288], [-1.95024, 0.11699, 6.09394], [0.07024, 1.37813, 4.31401], [-2.58743, 1.06320, 2.41252], [-3.35426, 1.70560, 1.83230], [-4.14220, 2.44236, 1.12392], [-5.55038, 2.60027, 1.42709], [-6.37265, 2.45681, 0.14668], [-5.85408, 3.40682, -0.93165], [-4.37881, 3.11807, -1.19761], [-3.58521, 3.29797, 0.09482], [-5.71298, 3.58936, 1.87863], [-5.83773, 1.83219, 2.14537], [-7.42310, 2.66385, 0.36478], [-6.28469, 1.42646, -0.20045], [-5.96570, 4.44146, -0.59714], [-6.43404, 3.28924, -1.84901], [-3.98187, 3.78291, -1.96810], [-4.26901, 2.08725, -1.53864], [-3.63183, 4.34463, 0.42608], [-2.53636, 3.03190, -0.04992], [0.33222, 0.82059, -5.62633], [1.33420, 0.63459, -4.23671], [1.31298, -0.55129, -3.51913], [2.11978, -0.67606, -2.40605], [2.94588, 0.36065, -1.98216], [3.79539, 0.19360, -0.74313], [3.22692, 1.01946, 0.44861], [1.82405, 0.78442, 0.62996], [0.81809, 1.27630, -0.15052], [-0.33365, 0.71090, 0.30824], [-0.05533, -0.11145, 1.36136], [1.24891, -0.04369, 1.52259], [5.11433, 0.61409, -1.03714], [6.15235, -0.14629, -0.45441], [6.16574, -1.57186, -0.92393], [6.29607, -1.93132, -2.23835], [6.49345, -0.87001, -3.56353], [6.22023, -3.64941, -2.46699], [6.00160, -3.87765, -0.77222], [5.98874, -2.70508, -0.09149], [2.95018, 1.54040, -2.72733], [3.93384, 2.87842, -2.27146], [2.15343, 1.68420, -3.85162], [0.67129, -1.35965, -3.83064], [2.10733, -1.59716, -1.84273], [3.78467, -0.86929, -0.46744], [3.41100, 2.07787, 0.25169], [3.75080, 0.73681, 1.36363], [0.98729, 1.99199, -0.92702], [-1.33497, 0.81796, -0.06356], [1.80053, -0.56750, 2.28131], [6.08663, -0.11846, 0.63975], [7.06611, 0.36811, -0.76944], [5.88000, -4.86976, -0.38947], [5.85562, -2.63769, 0.97226], [2.17128, 2.60668, -4.40951]], "relative_energy_kj_mol": 66.00, "charge": 0, "gap_ev": [5.471, 5.493], "spin_multiplicity": 1, "e_homo_ev": [-7.4, -7.4], "lumo_ha": [-0.0722, -0.0714]}

=====

Record 4
{"formula": "C37H26Cl4N8OPrSSe", "method": "wB97M-V/def2-TZVPD", "elements": ["Pr", "C", "C", "N", "C", "C", "C", "C", "C", "C", "C", "N", "C", "C", "C", "C", "C", "C", "C", "C", "N", "C", "H", "H", "H", "H", "H", "H", "H", "H", "H", "H", "H", "H", "Cl", "C", "C", "C", "C", "C", "Cl", "C", "S", "H", "H", "H", "Se", "N", "C", "C", "C", "C", "C", "C", "N", "H", "H", "H", "H", "N", "C", "N", "O", "H", "H", "H", "H", "Cl", "C", "C", "C", "C", "C", "Cl", "C", "N", "H", "H", "H"], "coordinates": [[0.42451, -0.03293, -0.25662], [1.52440, 1.66850, 3.53682], [1.42010, 0.98814, 2.31045], [0.85240, 1.56862, 1.25628], [0.23695, 2.77302, 1.32609], [0.31421, 3.52236, 2.51648], [1.02051, 2.93654, 3.60778], [-0.36306, 4.75218, 2.59404], [-1.14351, 5.13636, 1.53357], [-1.25802, 4.36838, 0.36745], [-0.54929, 3.17869, 0.18230], [-0.56523, 2.27698, -0.86827], [-1.26704, 2.39272, -2.01537], [-2.01224, 3.49771, -2.47960], [-3.00544, 3.36818, -3.44394], [-3.30368, 2.15256, -4.01763], [-2.43384, 1.07554, -3.79055], [-2.59617, -0.16819, -4.44067], [-1.67411, -1.16295, -4.26482], [-0.51777, -0.88509, -3.55953], [-0.33164, 0.30184, -2.97211], [-1.33732, 1.24579, -2.90267], [2.00572, 1.19239, 4.37999], [2.94889, -0.28280, 1.79389], [1.12386, 3.51079, 4.52115], [-0.29195, 5.35495, 3.49082], [-1.71162, 6.05701, 1.59630], [-1.95325, 4.72190, -0.37223], [-1.80729, 4.47877, -2.08888], [-3.57978, 4.24311, -3.72327], [-4.14112, 2.03347, -4.69190], [-3.46328, -0.31756, -5.07049], [-1.79707, -2.13796, -4.71239], [0.30788, -1.57662, -3.46895], [-2.10166, 0.55955, 1.29192], [-3.12486, -0.84462, 1.39302], [-4.11533, -0.86228, 2.35591], [-4.95820, -1.95475, 2.45128], [-4.79266, -3.02424, 1.58604], [-3.78405, -2.99799, 0.64076], [-3.60275, -4.37556, -0.39221], [-2.90917, -1.90191, 0.49651], [-1.67561, -1.87663, -0.72367], [-4.21869, -0.01985, 3.02678], [-5.74111, -1.97486, 3.19687], [-5.44585, -3.88436, 1.64090], [4.76947, -0.67403, 2.13591], [1.88905, -0.30330, 2.00796], [1.68786, -1.29995, 3.02845], [0.38484, -1.72517, 3.26717], [0.08109, -2.64809, 4.25411], [1.13788, -3.12844, 5.04786], [2.43422, -2.74678, 4.81565], [2.81082, -1.85635, 3.74444], [4.09795, -1.61849, 3.58135], [-0.40997, -1.31533, 2.64432], [-0.93809, -2.98355, 4.40195], [0.92342, -3.81762, 5.85913], [3.24523, -3.11753, 5.42989], [2.85133, -3.24688, 0.67144], [1.71264, -3.01943, 0.02403], [0.74892, -3.96725, 0.06044], [1.54420, -1.97298, -0.66886], [2.92832, -4.00694, 1.32553], [3.53748, -2.47544, 0.79932], [0.77993, -4.69899, 0.74676], [-0.15286, -3.70456, -0.31438], [0.84178, 0.76740, -5.68714], [2.18928, 0.48436, -4.60899], [3.42583, 0.35426, -5.21962], [4.58206, 0.25915, -4.47215], [4.49362, 0.34810, -3.09092], [3.26257, 0.47638, -2.49372], [3.20036, 0.66864, -0.77115], [2.03338, 0.48891, -3.20100], [0.90836, 0.59135, -2.42874], [3.47044, 0.35439, -6.30050], [5.54252, 0.14172, -4.95377], [5.38025, 0.31753, -2.47243]], "relative_energy_kj_mol": 296.88, "charge": -1, "gap_ev": [3.065, 3.068], "s_squared": 2.00, "spin_multiplicity": 3, "e_homo_ev": [-2.1, -2.1], "lumo_ha": [0.0371, 0.0372]}

=====

Record 5
{"formula": "C3H8O2S", "method": "wB97M-V/def2-TZVPD", "elements": ["C", "O", "C", "C", "S", "H", "H", "H", "H", "H", "H", "H", "H", "O"], "coordinates": [[0.78656, -0.07331, -0.93279], [1.95667, 0.50443, -0.80300], [0.03933, 0.03278, 0.41959], [-1.12602, -1.00743, 0.28428], [-2.39575, -1.32766, 1.77161], [0.11113, 0.31109, -1.72819], [0.99851, -1.12764, -1.30300], [-0.27232, 1.06683, 0.58644], [0.56365, -0.33300, 1.41219], [-0.71915, -1.89979, 0.29689], [-1.71696, -0.74630, -0.53701], [2.22192, 1.70013, -1.46984], [1.92213, 3.26056, -2.06666], [2.67132, 2.65788, -1.96739]], "relative_energy_kj_mol": 125.41, "charge": -2, "gap_ev": 5.645, "spin_multiplicity": 1, "e_homo_ev": 0.5, "lumo_ha": 0.2264}

=====

Record 6
{"formula": "C4H11CsNO", "method": "wB97M-V/def2-TZVPD", "elements": ["Cs", "C", "C", "C", "O", "C", "N", "H", "H", "H", "H", "H", "H", "H", "H", "H", "H", "H"], "coordinates": [[2.28205, 0.98788, -3.69073], [-2.27217, 0.10558, 1.19561], [-1.15218, 0.21816, 0.12746], [0.26664, -0.17228, 0.54131], [1.19187, -0.08926, -0.52360], [2.55447, 0.09125, -0.16242], [-1.47830, -0.42257, -1.15485], [-2.72728, -0.88479, 1.20770], [-3.09176, 0.78905, 0.97370], [-1.92010, 0.27560, 2.21308], [-1.22346, 1.30118, 0.02695], [0.28289, -1.19499, 0.91801], [0.60044, 0.51640, 1.31745], [3.09732, 0.70885, -0.87796], [3.00361, -0.89649, -0.26605], [2.72521, 0.41417, 0.86456], [-1.56501, -1.42814, -1.11720], [-0.57418, -0.31962, -1.59309]], "charge": 0, "gap_ev": [3.553, 9.814], "s_squared": 0.75, "spin_multiplicity": 2, "e_homo_ev": [-3.4, -9.6], "lumo_ha": [0.0059, 0.0061]}

=====

Number 1: F_max 0.0596 Eh/bohr. Number 2: F_max 0.0345 Eh/bohr. Number 3: F_max 0.0427 Eh/bohr. Number 4: F_max 0.0348 Eh/bohr. Number 5: F_max 0.1176 Eh/bohr. Number 6: F_max 0.0284 Eh/bohr.